Molecular formula: C2H9OS
Method: DFT, ωB97M-V/def2-TZVPD

Atoms and positions in Å:
1 S -1.247 -0.010 -0.984
2 O 0.917 -0.900 2.298
3 C -0.608 0.886 0.483
4 C 0.153 0.121 -2.113
5 H 0.402 -1.045 3.101
6 H -0.433 1.921 0.227
7 H 1.081 0.121 -1.553
8 H 0.127 -0.698 -2.832
9 H -1.076 -1.230 -0.439
10 H -0.039 1.076 -2.617
11 H -1.349 0.742 1.257
12 H 1.757 -1.334 2.490
13 H 0.316 0.350 0.684

HOMO level, eV: -15.53
E_tot, eV: -15095.2699
Multiplicity: 1
Total charge: +1
LUMO energy, eV: -3.50
Energy relative to the best compared isomer or geometry (same formula, charge and spin), eV: 0.247